[1]
The following is a quantum chemistry calculation of C19H24Br2IrN2O3 as an isolated structure at a distorted geometry, from the OMol25 dataset.

Results
- frontier orbital gap (spin up / spin down) (eV) = 7.15 / 6.24
- total charge = +2
- multiplicity = 2
- F_max (eV/A) = 1.61
- ΔE to the lowest compared entry with this formula, charge and spin (kcal per mole) = 0.00

Last column: Löwdin charge in e.
Element x y z (Å)
H 4.855 -3.930 -2.865  0.1343
H 0.405 0.447 -2.905  0.0863
O -1.326 -3.433 -3.260  -0.1671
Ir -0.728 -3.168 -1.343  1.2770
H -1.914 3.380 -0.695  0.0857
H 0.686 3.414 -0.592  0.0868
C -0.661 -1.080 1.091  -0.4794
C 0.392 2.788 3.480  -0.0095
H -0.482 1.767 -3.660  0.1010
Br 4.709 -2.330 -0.336  0.8818
C 2.104 -2.972 -1.165  -0.1551
H -2.204 3.342 4.214  0.1065
H 0.016 0.417 4.856  0.0958
H 1.321 2.220 3.544  0.1001
C -0.607 0.960 -0.263  -0.0392
C 0.695 2.732 -1.443  -0.0209
H 3.055 -4.906 -4.292  0.1401
H -1.775 3.354 -2.443  0.1029
C 3.811 -3.810 -2.607  -0.0327
N -1.597 -4.670 -3.161  -0.0759
H -3.014 2.059 3.309  0.1011
C 2.815 -4.350 -3.397  0.0170
N 1.139 -3.507 -1.943  -0.0966
Br -0.655 -2.971 1.130  1.0298
O -1.241 -5.067 -2.022  -0.1649
C -0.838 1.859 3.457  -0.5495
C 3.441 -3.105 -1.470  -0.6503
C -0.877 1.035 4.746  -0.0431
C -0.679 1.596 0.951  0.0709
H -1.763 0.397 4.789  0.0966
C -1.821 2.720 -1.557  -0.0200
C -0.745 0.971 2.251  -0.0646
H 0.327 3.429 4.359  0.1054
C -0.593 -0.464 -0.205  -0.2976
H 0.717 -4.598 -3.671  0.1093
C 1.487 -4.186 -3.053  -0.0559
H 0.445 3.442 2.610  0.0855
C -0.558 1.844 -1.521  -0.5262
H -2.721 2.107 -1.625  0.1004
H -0.690 2.674 0.911  0.1118
C -0.497 1.056 -2.836  -0.0468
H 1.791 -2.429 -0.288  0.0808
H -2.135 3.340 2.461  0.0867
H -1.366 0.412 -2.969  0.0892
C -0.734 -0.430 2.295  -0.0133
H -0.916 1.704 5.604  0.1028
H 0.741 3.343 -2.345  0.1024
H 1.602 2.128 -1.396  0.0970
O -0.511 -1.196 -1.267  -0.1908
H -0.779 -1.025 3.196  0.1217
C -2.128 2.694 3.340  -0.0073

Forces on atoms 1 to 3 (eV/Å):
H 0.00 0.00 0.00
H 0.00 0.03 -0.03
O -0.03 0.12 0.27

---

[2]
The following is a quantum chemistry calculation of one molecule with the formula C2H3N3OS at a distorted geometry, from the OMol25 dataset.

Results
- frontier orbital gap (eV) = 8.63
- SMILES = Nc1no[nH]c1=S
- F_max (eV/A) = 2.51
- ΔE to the lowest compared entry with this formula, charge and spin (kcal per mole) = 52.76

Last column: Löwdin charge in e.
Element x y z (Å)
H -1.955 0.868 0.222  0.0595
H -2.457 -0.827 0.327  0.1201
S 0.190 2.290 -0.333  0.6067
N 1.692 0.062 -0.004  0.0663
N -1.792 -0.116 0.010  0.1298
C -0.461 -0.392 -0.016  -0.4316
H 2.688 0.351 0.155  0.2007
C 0.516 0.663 -0.135  -0.7984
O 1.474 -1.338 -0.128  -0.0816
N 0.105 -1.561 -0.099  0.1285

Forces on atoms 1 to 3 (eV/Å):
H -0.27 -0.38 -0.08
H 0.62 0.63 -0.21
S 0.17 -0.58 0.25

---

[3]
The following is a quantum chemistry calculation of one molecule with the formula CH3ClS2 at a distorted geometry, from the OMol25 dataset.

Results
- frontier orbital gap (eV) = 9.61
- SMILES = SC(S)Cl
- F_max (eV/A) = 2.25
- ΔE to the lowest compared entry with this formula, charge and spin (kcal per mole) = 21.34

Last column: Löwdin charge in e.
Element x y z (Å)
S -1.138 -0.017 1.148  0.6071
H -0.777 -0.363 -1.176  0.0420
H 0.197 1.782 -1.078  -0.0757
S 1.137 0.987 -0.397  0.5960
Cl 0.884 -1.892 -0.402  0.4098
H -0.235 -0.206 2.186  -0.0954
C -0.069 -0.290 -0.281  -1.4837

Forces on atoms 1 to 3 (eV/Å):
S 0.16 -0.94 0.73
H 1.08 0.34 1.32
H 1.24 -0.42 0.82

---

> ΔE to the lowest compared entry with this formula, charge and spin of number 2 (C2H3N3OS)?

52.76 kcal per mole

---

> Which of these has the highest F_max?

C2H3N3OS